*P*
The following is a quantum chemistry calculation of 2 unconnected molecules or ions with the total composition C6H14N2O2, from the Open Molecules 2025 dataset.

XYZ file:
```
24
Properties=species:S:1:pos:R:3
C -3.16850 -0.07638 1.11295
C -0.91029 -0.81549 -1.81960
C -2.05505 -0.01154 0.09215
O -1.32184 0.97568 0.11472
N -1.92228 -1.00969 -0.79810
H -2.74425 0.27475 2.06255
H -2.56055 -1.77910 -0.83467
H -0.95590 -1.75969 -2.38483
H -3.99107 0.49250 0.64667
H -3.70841 -1.03788 1.20124
H -1.01584 0.09058 -2.42964
H 0.09472 -0.86802 -1.38193
C 2.36850 0.24606 -1.59997
C 1.27294 0.87093 1.97902
C 1.87035 0.11715 0.80707
O 2.63894 -0.80361 0.94006
N 1.46941 0.50359 -0.48940
H 0.60076 1.00910 -0.61579
H 2.90067 -0.69526 -1.44405
H 0.31408 0.41646 2.18874
H 1.73576 0.04326 -2.47615
H 3.07714 1.02965 -1.85834
H 1.93752 0.67817 2.81319
H 1.09897 1.94292 1.92905
```

Computed properties:
SMILES	CNC(C)=O.CNC(C)=O
HOMO-LUMO gap	0.35142	Eh



*Q*
The following is a quantum chemistry calculation of 2 unconnected molecules or ions with the total composition C6H14N2O2, from the Open Molecules 2025 dataset.

XYZ file:
```
24
Properties=species:S:1:pos:R:3
C -0.42215 0.44507 -1.85412
C 1.05435 3.00822 0.49092
C 0.55733 1.10555 -0.91335
O 1.63666 0.60614 -0.66124
N 0.15381 2.31665 -0.44310
H -1.23988 -0.04259 -1.31482
H -0.82073 2.53173 -0.40723
H 1.12513 2.48754 1.44357
H -0.92928 1.15887 -2.50170
H 0.08119 -0.37265 -2.36198
H 1.98893 3.02496 -0.04891
H 0.72789 4.02682 0.67184
C -0.73673 -2.97654 -0.69039
C 0.11810 -0.29890 1.86751
C -0.62709 -1.50123 1.27409
O -1.63075 -1.94077 1.79519
N -0.02918 -2.02619 0.17301
H 0.94698 -1.88584 -0.01149
H -1.06906 -2.40633 -1.55878
H -0.16236 0.68604 1.51473
H -0.05042 -3.76506 -0.99029
H -1.60121 -3.39952 -0.19860
H -0.25614 -0.30950 2.89558
H 1.18457 -0.47248 1.82959
```

Computed properties:
SMILES	CNC(C)=O.CNC(C)=O
HOMO-LUMO gap	0.37596	Eh



*R*
The following is a quantum chemistry calculation of 2 unconnected molecules or ions with the total composition C6H14N2O2, from the Open Molecules 2025 dataset.

XYZ file:
```
24
Properties=species:S:1:pos:R:3
C 1.05439 2.33400 0.70520
C 2.26813 -1.22879 1.35886
C 1.87066 1.16600 0.94220
O 3.03133 1.18878 0.55178
N 1.39292 0.04270 1.57748
H 1.10972 2.69601 -0.43277
H 0.48052 -0.10306 1.70853
H 1.91405 -2.28651 1.73957
H 0.04204 2.20888 1.01476
H 1.44400 3.28135 1.12908
H 2.23435 -1.46374 0.30299
H 3.15443 -0.76108 1.77232
C -2.22340 -1.25559 0.64513
C -0.92869 0.16136 -2.66350
C -1.66425 -0.90710 -1.74752
O -1.98193 -2.03916 -2.12134
N -1.98680 -0.43239 -0.49618
H -2.06189 0.62779 -0.42606
H -1.36416 -1.95895 0.86456
H -0.67360 -0.31486 -3.61102
H -2.37574 -0.61359 1.59913
H -3.09118 -1.83931 0.61328
H -1.71348 0.86803 -2.73847
H 0.06859 0.62922 -2.28800
```

Computed properties:
SMILES	CNC(C)=O.CNC(C)=O
HOMO-LUMO gap	0.37398	Eh



*Q* takes first place; second place is 0.0108 hartree up.



*P*
The following is a quantum chemistry calculation of a molecular structure, C4H10NOS, from the Open Molecules 2025 dataset.

XYZ file:
```
17
Properties=species:S:1:pos:R:3
C -1.08353 1.06717 1.68855
O -0.34647 0.72320 2.76691
C -0.54124 0.16566 0.49739
C 0.62331 0.85190 -0.17221
C 1.36145 -0.01816 -1.18927
S 0.28096 -0.86779 -2.34963
N -0.44955 -1.09455 1.07943
H -2.19057 0.96401 1.78698
H -0.85123 2.12251 1.40746
H -1.35693 -0.03371 -0.40467
H 0.21992 1.71895 -0.70537
H 1.33913 1.10125 0.61718
H 2.04095 -0.73813 -0.70679
H 2.06659 0.69666 -1.66664
H -2.05902 0.21252 -0.77714
H -0.23402 -0.69938 2.06404
H 0.34305 -1.58851 0.67870
```

Computed properties:
HOMO-LUMO gap	0.20193	Eh
charge	-1



*Q*
The following is a quantum chemistry calculation of 2 unconnected molecules or ions with the total composition C4H10NOS, from the Open Molecules 2025 dataset.

XYZ file:
```
17
Properties=species:S:1:pos:R:3
C 1.36944 0.35303 -0.23596
N 0.95838 1.59057 0.16476
C -0.19058 1.51563 0.99677
O -1.07905 -0.89848 1.87729
C 0.39149 -0.13074 -1.38817
C -0.50768 -1.28551 -0.89530
S -0.84502 -2.27312 -2.30505
H 1.37369 -0.39609 0.57076
H 2.37482 0.40403 -0.67671
H -0.88232 0.69667 0.72333
H -0.72450 2.45425 1.10090
H 0.10247 1.19941 2.01604
H -0.22684 0.63406 -1.86635
H 1.02940 -0.50722 -2.18338
H -0.01273 -1.74785 -0.04465
H -1.40392 -0.90515 -0.42486
H -1.72703 -0.70348 2.57057
```

Computed properties:
HOMO-LUMO gap	0.16488	Eh
charge	-1



*R*
The following is a quantum chemistry calculation of a gas-phase ion, C4H10NOS (charge -1), from the Open Molecules 2025 dataset.

XYZ file:
```
17
Properties=species:S:1:pos:R:3
C 0.79888 -1.20813 1.04597
C 0.55721 -0.34929 -0.22934
C 0.73992 1.17794 -0.39442
S 2.28772 1.89875 0.37836
N -0.71638 -0.84776 -1.05008
C -1.96163 0.00337 -0.61596
O -2.14050 0.04050 0.68514
H 0.68345 -2.28982 0.82905
H 1.81381 -1.04814 1.51266
H -0.01607 -0.88573 1.76871
H 1.36031 -0.68463 -0.93030
H 0.59353 1.37649 -1.53357
H -0.19343 1.63696 0.14593
H 1.72443 2.46176 1.45850
H -0.96177 -1.79127 -0.65897
H -1.77226 0.98253 -1.17686
H -2.79723 -0.47354 -1.23482
```

Computed properties:
SMILES	C[C@H](CS)NC[O-]
HOMO-LUMO gap	0.22005	Eh
charge	-1



*R* takes first place; second place is 0.0998 hartree up.



*P*
The following is a quantum chemistry calculation of a gas-phase ion, C2H4NO2 (charge -1), from the Open Molecules 2025 dataset.

XYZ file:
```
9
Properties=species:S:1:pos:R:3
C -0.08928 0.84324 0.20967
C 0.21592 -0.44544 -0.51737
N -0.93585 -0.39597 0.49000
O -2.12583 -0.33949 -0.14568
O 1.38320 -1.11546 0.08071
H 0.52342 1.10881 0.93768
H -0.57154 1.54943 -0.41061
H 0.30918 -0.45602 -1.58503
H 1.29078 -0.74909 0.94063
```

Computed properties:
SMILES	[O-]N1C[C@H]1O
HOMO-LUMO gap	0.22939	Eh
charge	-1



*Q*
The following is a quantum chemistry calculation of a gas-phase ion, C2H4NO2 (charge -1), from the Open Molecules 2025 dataset.

XYZ file:
```
9
Properties=species:S:1:pos:R:3
O 0.70747 -1.29878 0.99490
C 0.94968 -0.35326 0.23748
C 0.04852 0.82030 0.05628
N -0.63837 0.33478 -1.10405
O -1.59404 -0.69161 -0.61535
H 1.73266 -0.44404 -0.54252
H 0.57920 1.75246 -0.16803
H -0.58494 0.96078 0.95899
H -1.20018 -1.08063 0.18230
```

Computed properties:
SMILES	O=CC[N-]O
HOMO-LUMO gap	0.23307	Eh
charge	-1



*R*
The following is a quantum chemistry calculation of a gas-phase ion, C2H4NO2 (charge -1), from the Open Molecules 2025 dataset.

XYZ file:
```
9
Properties=species:S:1:pos:R:3
O -1.33234 -1.23019 -1.38866
C -1.11141 -0.50329 -0.39586
O -1.93950 0.08076 0.34194
C 0.39594 -0.30631 -0.06618
N 0.87307 1.03588 0.32931
H 0.85352 -1.04539 0.60367
H 0.90713 -0.63728 -0.99097
H 1.27664 0.94801 1.25301
H 0.07694 1.65781 0.31375
```

Computed properties:
SMILES	NCC(=O)[O-]
HOMO-LUMO gap	0.31402	Eh
charge	-1



*R* takes first place; second place is 0.1378 hartree up.



*P*
The following is a quantum chemistry calculation of a gas-phase ion, C9H14NO (charge +1), from the Open Molecules 2025 dataset.

XYZ file:
```
25
Properties=species:S:1:pos:R:3
C -1.84751 1.30001 0.24385
C -2.37831 0.13452 -0.70693
C -1.19182 -0.64988 -1.41925
C -0.73959 -1.95130 -0.65118
O 0.69515 -2.06217 -0.40849
N 1.22261 -0.93935 0.13689
C 0.84865 -0.56368 1.39358
C 1.43624 0.61766 2.01642
C 2.39455 1.38866 1.22382
C 2.76154 0.94149 -0.12774
C 2.14811 -0.26275 -0.63573
H -0.78323 1.57224 -0.01533
H -2.46368 2.22785 0.11751
H -1.88829 1.00364 1.32258
H -3.04198 -0.56543 -0.12911
H -2.95094 0.65403 -1.52493
H -1.56268 -0.96173 -2.43732
H -0.37822 0.09509 -1.60667
H -1.00320 -2.82403 -1.30892
H -1.30593 -2.06811 0.30872
H 0.11136 -1.13264 2.00887
H 1.17590 0.93653 3.05410
H 2.89245 2.31738 1.58580
H 3.48031 1.46871 -0.79042
H 2.36851 -0.67673 -1.65014
```

Computed properties:
SMILES	CCCCO[n+]1ccccc1
HOMO-LUMO gap	0.36401	Eh
charge	+1



*Q*
The following is a quantum chemistry calculation of 2 unconnected molecules or ions with the total composition C9H14NO, from the Open Molecules 2025 dataset.

XYZ file:
```
25
Properties=species:S:1:pos:R:3
C 2.31708 3.26481 0.33713
C 1.29642 2.83654 -0.49459
C 2.75017 2.16394 1.11306
C 1.28167 1.47129 -0.21996
C -0.38201 -1.89385 0.79586
C 0.01793 -0.75182 -0.98980
C -1.26943 -1.04272 -0.23393
C -2.38135 -1.76889 -0.97021
C -1.78564 0.15574 0.42486
N 0.82330 -1.75774 -0.12565
O 2.07689 1.05151 0.74808
H 2.69145 4.26467 0.22922
H 0.68968 3.48602 -1.00351
H 3.67002 2.09414 1.68083
H -0.22012 -1.32281 1.65143
H -0.52831 -2.90070 0.98061
H 0.03987 -0.77018 -2.01186
H -2.27009 -2.89272 -0.97207
H -2.42620 -1.48886 -2.03177
H -3.40347 -1.56850 -0.58082
H -2.78276 -0.20685 0.88200
H -1.92436 1.03650 -0.18400
H -1.04480 0.50056 1.21893
H 1.68601 -1.27690 0.31048
H 1.07805 -2.68321 -0.55431
```

Computed properties:
HOMO-LUMO gap (alpha / beta)	0.27611 / 0.27720	Eh
charge	+1



*P* takes first place; second place is 0.1408 hartree up.



*P*
The following is a quantum chemistry calculation of a molecular structure, C2H3Cl2PS, from the Open Molecules 2025 dataset.

XYZ file:
```
9
Properties=species:S:1:pos:R:3
C -1.16488 -0.54527 0.97916
C -0.37846 -1.01211 -0.01205
P 1.04044 0.72063 -0.52278
S 0.53306 2.09070 0.81463
Cl 3.02248 0.30237 -0.80856
Cl 0.37678 1.05852 -2.43278
H -2.03470 -1.10453 1.14568
H -1.01576 0.34651 1.51426
H -0.37897 -1.85681 -0.67756
```

Computed properties:
HOMO-LUMO gap	0.32331	Eh



*Q*
The following is a quantum chemistry calculation of 2 unconnected molecules or ions with the total composition C2H3Cl2PS, from the Open Molecules 2025 dataset.

XYZ file:
```
9
Properties=species:S:1:pos:R:3
C 1.15470 -1.97445 -0.39515
C -0.05462 -2.13615 -0.40958
P -2.30841 0.48654 0.02071
S -3.92430 1.76712 0.39216
Cl -3.15682 -0.81194 -1.33766
Cl -2.28419 -0.81102 1.59799
H 2.17215 -1.90760 -0.40758
H -3.39300 3.03633 0.40656
H -1.12801 -2.35500 -0.39461
```

Computed properties:
SMILES	SP(Cl)Cl.C#C
HOMO-LUMO gap	0.36780	Eh



*P* takes first place; second place is 0.0178 hartree up.